Molecular formula: C33H45MoN3O3
Method: DFT, wB97M-V/def2-TZVPD

The geometry in XYZ format:
```
85
C33H45MoN3O3 wB97M-V/def2-TZVPD
Mo 0.558 -0.192 0.202
C 0.326 4.244 2.473
N 0.263 2.963 3.186
C -0.034 3.016 4.623
C 0.450 1.831 2.546
O 0.678 1.741 1.325
C 0.362 0.533 3.321
O 0.713 -0.573 2.466
C 1.986 -1.187 2.752
C 3.037 -0.634 1.804
O 2.610 -0.140 0.733
N 4.317 -0.718 2.071
C 5.312 -0.228 1.106
C 4.878 -1.389 3.249
H -0.670 4.682 2.422
H 0.705 4.087 1.469
H 0.986 4.916 3.017
H -0.645 3.895 4.812
H 0.881 3.100 5.212
H -0.599 2.147 4.950
H -0.656 0.361 3.662
H 1.018 0.548 4.189
H 1.873 -2.252 2.562
H 2.227 -1.038 3.798
H 4.840 0.414 0.374
H 5.781 -1.074 0.603
H 6.073 0.329 1.650
H 4.110 -1.832 3.874
H 5.453 -0.677 3.838
H 5.543 -2.185 2.917
C -0.548 1.962 -5.799
C 0.054 1.602 -4.465
C 1.443 1.430 -4.346
C 2.036 1.095 -3.142
C 3.523 0.928 -2.992
C 1.176 0.982 -2.055
C -0.218 1.109 -2.132
C -0.781 1.422 -3.369
N -0.794 0.821 -0.918
C -2.193 0.583 -0.525
C -2.605 1.629 0.521
C -3.920 1.230 1.196
C -3.728 -0.116 1.908
C -3.345 -1.190 0.887
C -4.426 -1.291 -0.208
C -4.598 0.065 -0.908
C -5.017 1.110 0.132
C -3.284 0.502 -1.592
C -2.093 -0.797 0.119
H 0.219 2.194 -6.535
H -1.211 2.824 -5.708
H -1.146 1.132 -6.183
H 2.073 1.594 -5.213
H 4.029 1.060 -3.946
H 3.766 -0.068 -2.613
H 3.926 1.662 -2.291
H 1.623 0.954 -1.059
H -1.848 1.535 -3.490
H -2.696 2.598 0.022
H -1.814 1.727 1.270
H -4.194 1.994 1.926
H -4.649 -0.409 2.417
H -2.952 -0.031 2.680
H -3.216 -2.160 1.369
H -5.370 -1.597 0.249
H -4.151 -2.063 -0.931
H -5.370 -0.022 -1.672
H -5.961 0.813 0.596
H -5.183 2.079 -0.347
H -3.430 1.480 -2.056
H -3.005 -0.211 -2.373
H -1.867 -1.528 -0.650
H -1.195 -0.763 0.835
C 0.699 -1.850 -0.493
C 0.805 -3.144 -1.088
C 0.738 -4.292 -0.280
C 0.806 -5.545 -0.859
C 0.970 -5.661 -2.236
C 1.047 -4.528 -3.040
C 0.950 -3.271 -2.475
H 0.612 -4.184 0.790
H 0.739 -6.431 -0.242
H 1.034 -6.643 -2.687
H 1.172 -4.629 -4.110
H 0.989 -2.379 -3.091
```

Values from the calculation:
HOMO energy (alpha / beta) in eV: -12.43 / -12.43
Net charge: +2
ΔE to the lowest compared entry with this formula, charge and spin in eV: 0.782
Orbital gap (alpha / beta) in eV: 6.36 / 6.36



Molecular formula: C4H12N2S2
Method: DFT, wB97M-V/def2-TZVPD

The geometry in XYZ format:
```
20
C4H12N2S2 wB97M-V/def2-TZVPD
C -1.216 1.785 -0.035
C -1.436 0.340 -0.337
S -2.972 -0.210 0.419
C -0.173 -0.694 0.391
S -0.597 -2.463 -0.069
N 1.108 -0.374 -0.051
C 2.116 -0.547 0.934
N 1.288 -0.180 -1.457
H -0.691 2.251 -0.818
H -2.205 2.408 0.016
H -0.787 1.920 0.965
H -1.520 0.099 -1.363
H -2.825 0.462 1.548
H -0.253 -0.582 1.453
H -0.306 -2.190 -1.271
H 2.248 0.392 1.527
H 1.844 -1.334 1.517
H 2.989 -0.746 0.409
H 1.930 0.668 -1.733
H 1.458 -1.007 -2.045
```

Values from the calculation:
HOMO energy in eV: -7.92
Net charge: 0
ΔE to the lowest compared entry with this formula, charge and spin in eV: 2.900
Orbital gap in eV: 8.66



Molecular formula: C25H36F3O15S
Method: DFT, wB97M-V/def2-TZVPD

The geometry in XYZ format:
```
80
C25H36F3O15S wB97M-V/def2-TZVPD
C -0.332 1.462 -0.492
F -0.827 2.634 -0.680
F 0.861 1.485 0.095
F -1.112 0.813 0.405
S -0.404 0.484 -2.149
O 0.458 1.309 -2.998
O 0.191 -0.827 -1.903
O -1.819 0.471 -2.596
O 2.451 -3.534 5.977
C 2.177 -3.662 4.788
O 3.034 -3.889 3.803
C 2.593 -4.031 2.507
C 1.084 -4.244 2.793
C 0.752 -3.622 4.162
H 3.043 -4.882 1.995
H 2.777 -3.141 1.906
H 0.817 -5.298 2.713
H 0.566 -3.771 1.959
H -0.031 -4.272 4.555
H 0.284 -2.639 4.224
O -6.780 -0.701 0.597
C -6.684 -0.270 1.677
O -6.561 1.013 1.936
C -6.323 1.234 3.297
C -6.169 -0.159 3.911
C -6.930 -1.029 2.973
H -7.161 1.750 3.765
H -5.483 1.928 3.325
H -6.554 -0.116 4.930
H -5.163 -0.569 3.996
H -8.004 -1.094 3.151
H -6.624 -2.069 2.855
O 3.481 6.235 7.712
C 2.640 6.047 6.814
O 2.094 4.845 6.548
C 1.486 4.823 5.267
C 1.248 6.268 4.950
C 2.218 7.049 5.742
H 0.555 4.272 5.136
H 2.278 4.520 4.583
H 0.230 6.616 5.125
H 1.373 6.381 3.873
H 1.772 7.844 6.340
H 3.025 7.447 5.127
O 6.982 5.647 1.785
C 6.385 5.642 0.669
O 5.246 6.287 0.482
C 4.797 6.104 -0.845
C 5.595 4.931 -1.370
C 6.890 4.965 -0.614
H 5.064 7.077 -1.256
H 3.741 5.870 -0.978
H 5.806 4.915 -2.439
H 5.047 4.001 -1.219
H 7.615 5.558 -1.170
H 7.279 3.977 -0.369
O -4.387 -5.195 -3.760
C -3.889 -6.006 -2.953
O -4.419 -6.186 -1.654
C -3.770 -7.179 -0.973
C -2.710 -7.689 -1.850
C -2.680 -6.836 -3.098
H -4.483 -7.987 -0.812
H -3.479 -6.841 0.021
H -2.909 -8.732 -2.098
H -1.768 -7.775 -1.308
H -2.673 -7.490 -3.970
H -1.850 -6.136 -3.198
O -1.909 -1.389 -8.619
C -0.705 -1.417 -8.561
O -0.051 -2.441 -8.023
C 1.344 -2.175 -7.937
C 1.522 -0.863 -8.715
C 0.211 -0.224 -8.834
H 1.985 -2.883 -8.462
H 1.554 -2.082 -6.871
H 1.990 -1.036 -9.683
H 2.197 -0.224 -8.145
H -0.046 0.203 -9.804
H -0.045 0.503 -8.063
```

Values from the calculation:
HOMO energy in eV: -5.71
Net charge: -1
ΔE to the lowest compared entry with this formula, charge and spin in eV: 4.065
Orbital gap in eV: 7.71



Molecular formula: C52H46Br2CeCl2N2O5P3S4
Method: DFT, wB97M-V/def2-TZVPD

The geometry in XYZ format:
```
117
C52H46Br2CeCl2N2O5P3S4 wB97M-V/def2-TZVPD
Ce -0.059 -0.080 -1.103
C -0.597 -4.220 -5.911
C 0.146 -2.971 -5.468
O -0.733 -2.015 -4.901
P -1.126 -2.036 -3.319
S -2.067 -0.285 -3.191
S 0.451 -2.626 -2.264
O -2.152 -3.269 -3.170
C -3.364 -3.336 -3.913
C -4.550 -2.886 -3.081
H 0.098 -4.921 -6.365
H -1.370 -3.964 -6.632
H -1.063 -4.690 -5.050
H 0.617 -2.464 -6.316
H 0.917 -3.229 -4.732
H -3.454 -4.389 -4.207
H -3.279 -2.718 -4.813
H -4.548 -3.399 -2.126
H -5.479 -3.109 -3.597
H -4.488 -1.816 -2.906
O 0.587 1.221 0.943
P 1.058 1.214 2.354
C 1.463 -0.489 2.975
P 0.172 -1.636 2.344
O 0.134 -1.537 0.870
C -1.301 -1.060 3.228
C -1.579 -1.462 4.527
C -2.653 -0.899 5.194
C -3.447 0.051 4.570
C -3.170 0.453 3.273
C -2.080 -0.091 2.618
C 0.486 -3.315 2.962
C -0.610 -4.156 3.144
C -0.429 -5.424 3.662
C 0.846 -5.865 3.987
C 1.942 -5.044 3.765
C 1.767 -3.771 3.251
C -0.148 2.007 3.431
C -1.051 2.859 2.788
C -2.024 3.516 3.504
C -2.105 3.343 4.884
C -1.190 2.521 5.533
C -0.211 1.861 4.821
C 2.667 2.014 2.647
C 3.775 1.470 2.004
C 5.049 1.891 2.326
C 5.231 2.867 3.297
C 4.129 3.435 3.919
C 2.852 3.009 3.600
H 1.557 -0.490 4.060
H 2.415 -0.778 2.518
H -0.964 -2.213 5.004
H -2.870 -1.193 6.211
H -4.280 0.486 5.102
H -3.777 1.199 2.778
H -1.813 0.215 1.618
H -1.596 -3.805 2.872
H -1.280 -6.073 3.818
H 0.985 -6.849 4.413
H 2.936 -5.399 3.997
H 2.622 -3.138 3.059
H -0.971 2.973 1.715
H -2.723 4.163 2.996
H -2.873 3.850 5.448
H -1.246 2.403 6.606
H 0.506 1.233 5.333
H 3.621 0.710 1.254
H 5.903 1.447 1.833
H 6.230 3.182 3.571
H 4.270 4.210 4.660
H 1.994 3.444 4.093
C 0.011 1.465 -5.113
C 1.335 0.879 -4.744
C 2.306 0.821 -5.753
C 3.546 0.305 -5.489
C 3.829 -0.152 -4.188
C 5.064 -0.702 -3.803
Br 6.493 -0.833 -5.071
C 5.294 -1.158 -2.527
C 4.278 -1.039 -1.601
Br 4.539 -1.662 0.173
C 3.024 -0.464 -1.854
O 2.171 -0.299 -0.915
C 2.790 -0.056 -3.221
N 1.557 0.443 -3.510
H 0.150 2.361 -5.714
H -0.572 1.692 -4.229
H -0.550 0.748 -5.710
H 2.057 1.171 -6.744
H 4.304 0.260 -6.255
H 6.244 -1.591 -2.251
Cl -2.402 1.513 -0.305
C -3.933 0.683 -0.201
C -5.071 1.462 -0.215
C -6.319 0.869 -0.138
C -6.401 -0.509 0.020
C -5.252 -1.264 0.072
Cl -5.398 -2.955 0.370
C -3.959 -0.722 -0.098
S -2.571 -1.718 -0.150
H -4.966 2.533 -0.289
H -7.217 1.464 -0.189
H -7.358 -1.000 0.117
S -0.758 4.865 -2.288
C -0.890 3.129 -2.322
N 0.121 2.459 -1.802
C 1.096 3.308 -1.372
C 2.338 2.952 -0.825
C 3.191 3.943 -0.394
C 2.853 5.291 -0.491
C 1.647 5.673 -1.063
C 0.797 4.684 -1.512
H -1.781 2.679 -2.722
H 2.596 1.907 -0.753
H 4.143 3.668 0.035
H 3.538 6.043 -0.131
H 1.380 6.715 -1.158
```

Values from the calculation:
HOMO energy (alpha / beta) in eV: -6.36 / -6.37
Net charge: 0
2S+1: 2
ΔE to the lowest compared entry with this formula, charge and spin in eV: 0.000
Orbital gap (alpha / beta) in eV: 6.51 / 6.52
Expectation value of S²: 0.75



Molecular formula: C35H53N7O22S5
Method: DFT, wB97M-V/def2-TZVPD

The geometry in XYZ format:
```
122
C35H53N7O22S5 wB97M-V/def2-TZVPD
C 28.482 -3.090 -13.030
N 28.805 -2.859 -14.371
O 29.606 -3.550 -14.848
O 28.397 -1.840 -14.888
H 27.605 -3.735 -12.973
H 28.124 -2.180 -12.549
H 29.332 -3.570 -12.545
C 33.983 1.590 -9.627
C 32.888 2.116 -8.826
O 32.557 1.229 -7.792
S 33.627 -0.082 -7.799
O 32.844 -1.326 -7.624
O 34.690 0.226 -6.907
O 34.077 0.251 -9.335
H 34.920 2.074 -9.352
H 33.852 1.617 -10.709
H 32.062 2.117 -9.537
H 33.102 3.160 -8.600
C 34.605 -2.777 -12.516
C 34.070 -1.891 -11.374
O 33.496 -0.784 -11.924
S 32.854 -1.078 -13.392
O 32.971 0.131 -14.265
O 31.482 -1.689 -13.312
O 33.982 -2.212 -13.723
H 34.106 -3.743 -12.434
H 35.688 -2.690 -12.598
H 34.952 -1.589 -10.808
H 33.422 -2.379 -10.645
C 33.389 -4.850 -8.044
C 34.373 -5.904 -7.488
O 35.555 -5.802 -8.240
S 35.578 -4.466 -9.247
O 35.491 -4.941 -10.630
O 36.662 -3.522 -8.995
O 34.116 -3.918 -8.755
H 33.070 -4.257 -7.187
H 32.500 -5.324 -8.461
H 33.894 -6.883 -7.468
H 34.762 -5.585 -6.521
C 30.042 -2.813 -7.196
C 29.253 -1.890 -8.121
O 28.628 -2.748 -8.963
S 29.778 -3.731 -9.593
O 30.694 -2.996 -10.446
O 29.121 -4.956 -10.094
O 30.428 -3.858 -8.080
H 29.361 -3.207 -6.441
H 30.859 -2.319 -6.671
H 29.886 -1.105 -8.534
H 28.531 -1.261 -7.600
C 32.171 -7.113 -12.109
C 31.440 -5.832 -12.574
O 30.062 -6.074 -12.755
S 29.819 -7.712 -12.829
O 29.406 -8.009 -14.221
O 28.991 -8.206 -11.746
O 31.424 -8.120 -12.724
H 32.312 -7.255 -11.038
H 33.146 -7.121 -12.596
H 31.939 -5.293 -13.379
H 31.575 -5.247 -11.665
N 32.225 -2.392 -4.119
C 33.261 -3.206 -4.197
C 32.853 -4.476 -3.841
C 31.491 -4.419 -3.537
C 31.087 -3.068 -3.738
H 32.144 -1.408 -4.329
H 34.155 -2.713 -4.549
H 33.379 -5.415 -3.925
H 30.972 -5.326 -3.267
H 30.249 -2.399 -3.612
N 26.277 -3.598 -7.316
C 26.541 -4.855 -7.853
C 27.296 -5.566 -6.969
C 27.180 -4.956 -5.747
C 26.581 -3.748 -5.995
H 25.699 -2.854 -7.679
H 26.407 -4.958 -8.919
H 27.753 -6.504 -7.251
H 27.604 -5.300 -4.815
H 26.584 -2.856 -5.386
N 25.500 -0.052 -7.932
C 26.506 0.655 -7.331
C 26.400 0.354 -6.011
C 25.298 -0.410 -5.785
C 24.735 -0.583 -7.045
H 25.262 -0.103 -8.913
H 27.289 1.234 -7.797
H 27.059 0.719 -5.238
H 24.804 -0.836 -4.925
H 23.776 -0.978 -7.347
N 27.980 0.818 -12.383
C 27.982 2.092 -12.926
C 29.109 2.860 -12.367
C 29.691 1.831 -11.517
C 29.071 0.646 -11.517
H 27.269 0.167 -12.684
H 27.167 2.269 -13.613
H 29.330 3.908 -12.507
H 30.575 2.222 -11.037
H 29.348 -0.350 -11.204
N 26.555 -6.965 -10.428
C 26.140 -6.072 -11.363
C 24.771 -5.948 -11.304
C 24.234 -6.942 -10.489
C 25.396 -7.574 -10.002
H 27.515 -7.224 -10.253
H 26.837 -5.636 -12.064
H 24.218 -5.189 -11.838
H 23.213 -7.168 -10.218
H 25.415 -8.500 -9.446
N 31.644 -8.806 -6.906
C 30.918 -8.373 -7.979
C 30.500 -7.121 -7.631
C 30.952 -6.822 -6.435
C 31.626 -7.862 -5.937
H 32.134 -9.680 -6.784
H 30.708 -8.981 -8.847
H 29.878 -6.439 -8.192
H 30.756 -5.895 -5.918
H 32.107 -8.091 -4.998
```

Values from the calculation:
HOMO energy in eV: -7.74
Net charge: 0
Orbital gap in eV: 7.67



Molecular formula: C4H6NO
Method: DFT, wB97M-V/def2-TZVPD

The geometry in XYZ format:
```
12
C4H6NO wB97M-V/def2-TZVPD
C 1.961 0.123 0.063
C 1.021 -0.060 -0.885
C 0.958 -0.444 0.899
C -0.066 0.293 0.095
N -1.481 -0.468 -0.247
O -0.399 1.558 0.279
H 2.974 0.189 0.264
H 0.973 -1.285 1.590
H -2.406 -0.246 0.186
H -1.267 -1.551 -0.459
H -1.735 -0.030 -1.250
H -0.532 1.920 -0.536
```

Values from the calculation:
HOMO energy in eV: -13.77
Net charge: +1
ΔE to the lowest compared entry with this formula, charge and spin in eV: 4.554
Orbital gap in eV: 9.55



Molecular formula: C3H6O2
Method: DFT, wB97M-V/def2-TZVPD

The geometry in XYZ format:
```
11
C3H6O2 wB97M-V/def2-TZVPD
C 0.003 0.030 1.255
C -0.351 -1.063 0.236
O -0.682 -0.361 -0.939
C 0.361 0.550 -0.976
O 0.634 0.970 0.406
H -1.042 0.456 1.587
H 0.660 -0.262 2.103
H -1.195 -1.814 0.426
H 0.485 -1.796 0.093
H 0.115 1.410 -1.654
H 1.283 0.026 -1.381
```

Values from the calculation:
HOMO energy in eV: -9.90
Net charge: 0
ΔE to the lowest compared entry with this formula, charge and spin in eV: 1.878
Orbital gap in eV: 10.94



| no. | E (Ha) |
| --- | --- |
| 1 | -1742.1139 |
| 2 | -1065.3794 |
| 3 | -2800.6434 |
| 4 | -11655.6405 |
| 5 | -5394.5031 |
| 6 | -285.5548 |
| 7 | -268.3362 |